Here is C15H27N3O3Rb as an isolated structure from the OMol25 dataset. Energies are from wB97M-V/def2-TZVPD.

The geometry in XYZ format:
```
49
Properties=species:S:1:pos:R:3:forces:R:3
C -0.831047 4.226915 -5.843461 -3.03 -2.91 2.23
C 0.398094 4.810280 -5.886868 4.09 1.17 0.70
H -1.534471 4.579034 -5.111357 -0.59 0.23 0.07
H -1.115234 3.327480 -6.359292 0.07 -0.29 -0.29
C 1.674278 4.631645 -5.283645 -2.46 0.58 -1.90
C 1.984650 3.765406 -4.245380 -0.26 -0.72 1.43
H 1.414775 3.767155 -3.281918 0.23 -0.46 -1.21
H 2.854581 3.110296 -4.327898 0.14 0.61 0.38
C 0.235108 5.843071 -6.938065 -0.04 0.85 -0.54
H -0.817068 5.908235 -7.245638 0.35 0.16 0.00
H 0.818661 5.528747 -7.810021 -0.02 0.63 -0.10
H 0.537674 6.790326 -6.487015 0.13 0.30 -0.74
C 2.699911 5.438133 -6.036888 0.23 -0.49 -0.17
H 2.436587 6.502033 -5.874402 0.59 -0.48 -0.27
H 2.561084 5.168113 -7.101191 0.66 0.58 0.42
H 3.721785 5.224080 -5.718899 -0.11 0.17 0.00
Rb 1.033616 -0.169111 0.875326 0.33 0.17 0.77
O 0.312487 0.355851 -1.486319 -0.16 -2.63 -3.22
C 0.074234 -0.277428 -2.556574 1.26 3.15 2.41
O 1.590532 -2.115353 -1.165570 0.31 -0.13 -1.87
C 1.753483 -1.987284 -2.373184 0.27 0.18 1.11
O 2.632537 -2.699056 -3.108110 -0.71 0.57 0.06
N 1.072098 -1.073558 -3.192635 0.05 -0.35 0.60
C 2.584450 -2.288847 -4.507958 0.27 -1.05 0.24
C 1.645056 -1.099877 -4.579373 -0.55 0.77 0.50
H 2.220071 -3.129736 -5.110654 0.11 0.09 0.33
H 3.622024 -2.080101 -4.797590 -0.44 0.15 0.03
H 0.841439 -1.220247 -5.307853 0.23 0.04 -0.03
H 2.257058 -0.209542 -4.802099 -0.71 0.00 0.28
C -1.228234 0.040123 -3.171711 -1.15 1.99 0.90
C -2.153014 0.824077 -2.426865 2.71 0.34 -3.67
H -1.148094 0.411443 -4.177460 -0.94 -1.86 -1.53
H -1.523732 1.723894 -2.353715 0.19 -0.04 3.18
H -2.888814 1.266483 -3.085749 -0.98 -0.93 -0.18
N -1.019232 -1.999227 1.456902 0.05 -0.36 0.39
C -2.396015 -1.727310 1.912721 -0.20 -0.21 -0.18
C -2.492236 -0.899420 3.193598 -0.05 0.04 -0.01
C -1.751327 0.440803 3.258849 0.28 0.30 0.28
N -1.651707 1.179410 1.987748 -0.03 0.09 -0.05
H -0.605808 -2.714436 2.064925 -0.19 0.22 -0.29
H -1.042622 -2.411314 0.524766 -0.06 -0.02 0.22
H -2.930813 -1.220914 1.097254 0.20 -0.09 0.16
H -2.918195 -2.680744 2.099902 -0.09 0.35 -0.09
H -3.557271 -0.709900 3.378014 0.11 -0.16 -0.08
H -2.141884 -1.507445 4.037847 -0.09 0.12 -0.08
H -2.242519 1.061288 4.028786 0.18 -0.30 -0.09
H -0.725478 0.268212 3.612923 -0.13 0.02 -0.04
H -1.396902 2.152524 2.183560 -0.20 -0.43 -0.08
H -2.562408 1.212250 1.536147 0.13 0.06 -0.01
```
Forces are in eV/Å.

Results
Molar mass in g mol⁻¹: 382.867
Highest occupied orbital energy (spin up / spin down) in eV: -9.35 / -9.84
Gap between HOMO and LUMO (spin up / spin down) in eV: 4.83 / 5.31
Net charge: +1